No. 1
Density functional theory data (the ωB97M-V functional and the def2-TZVPD basis) for an isolated ion of composition C7H17N3OS and charge +2.

Calculated values
- Total charge: +2
- Multiplicity: 1
- HOMO energy (spin up / spin down): -15.6 / -15.6 eV
- ΔE to the lowest compared entry with this formula, charge and spin: 1.939 eV
- E_LUMO (spin up / spin down): -0.3693 / -0.3646 Eh
- Gap between HOMO and LUMO (spin up / spin down): 0.20377 / 0.21047 Ha

Last columns: bonded neighbours and bond lengths (Å).
CARTESIAN COORDINATES (ANGSTROEM)
1 C 0.542 1.173 -0.194  C4 1.358, C5 1.469, N8 1.383
2 C 2.179 0.911 1.532  N8 1.368, O11 1.690, H13 1.054, H14 1.125
3 C -0.277 -2.170 1.438  N10 1.440, S12 1.876, H15 1.152, H16 1.120
4 C -0.138 2.100 0.528  C1 1.358, N9 1.336, H17 1.027
5 C 0.036 0.800 -1.522  C1 1.469, H18 1.063, H19 1.001, H20 1.084
6 C 2.758 0.365 -0.737  N8 1.419, H21 1.070, H22 1.068, H23 1.088
7 C -2.253 -2.483 -0.053  N10 1.452, H24 1.162, H25 1.083, H26 1.065
8 N 1.803 0.786 0.223  C1 1.383, C2 1.368, C6 1.419
9 N -1.433 2.398 0.384  C4 1.336, H27 1.030, H28 1.011
10 N -1.696 -2.063 1.220  C3 1.440, C7 1.452, H29 1.024
11 O 1.744 -0.594 2.165  C2 1.690, S12 1.506
12 S 0.415 -1.010 2.740  C3 1.876, O11 1.506
13 H 3.212 0.752 1.667  C2 1.054
14 H 1.708 1.596 2.289  C2 1.125
15 H 0.220 -3.173 1.708  C3 1.152
16 H 0.230 -1.766 0.525  C3 1.120
17 H 0.295 2.590 1.320  C4 1.027
18 H 0.576 1.337 -2.264  C5 1.063
19 H -0.935 1.019 -1.632  C5 1.001
20 H 0.282 -0.244 -1.676  C5 1.084
21 H 2.678 0.585 -1.781  C6 1.070
22 H 2.804 -0.702 -0.744  C6 1.068
23 H 3.801 0.466 -0.446  C6 1.088
24 H -3.202 -1.814 -0.008  C7 1.162
25 H -1.615 -2.356 -0.919  C7 1.083
26 H -2.526 -3.510 0.027  C7 1.065
27 H -1.937 1.923 -0.377  N9 1.030
28 H -1.974 2.899 1.077  N9 1.011
29 H -2.352 -2.245 1.985  N10 1.024

Here are the Mulliken charges for atoms 1 to 4, given in e: number 1, C, carries 0.849; number 2, C, carries -0.242; number 3, C, carries -0.179; number 4, C, carries -0.241



No. 2
Density functional theory data (the ωB97M-V functional and the def2-TZVPD basis) for a 4-piece molecular cluster, C35H59BrFN5O4S overall.

Calculated values
- Multiplicity: 1
- HOMO energy: -8.1 eV
- E_LUMO: -0.0165 Eh
- Structure (SMILES): C[C@@H](O)CN1c2cccc(ON=O)c2Sc2c(CC(=O)F)ccc(Br)c21.CCN(CC)CC.CCN(CC)CC.CCN(CC)CC
- Gap between HOMO and LUMO: 0.28010 Ha

Last columns: bonded neighbours and bond lengths (Å).
CARTESIAN COORDINATES (ANGSTROEM)
1 C 0.420 -0.039 -2.177  C2 1.606, H27 1.129, H28 1.121, H29 1.128
2 C -0.521 -1.099 -2.932  C1 1.606, O3 1.449, C4 1.578, H30 1.118
3 O 0.390 -2.091 -3.464  C2 1.449, H31 0.979
4 C -1.465 -1.711 -1.825  C2 1.578, N5 1.502, H32 1.132, H33 1.130
5 N -2.744 -2.317 -2.328  C4 1.502, C6 1.448, C26 1.449
6 C -3.908 -1.531 -1.979  N5 1.448, C7 1.489, C14 1.469
7 C -4.445 -1.744 -0.606  C6 1.489, C8 1.459, H34 1.124
8 C -5.592 -1.021 -0.066  C7 1.459, C9 1.479, H35 1.114
9 C -6.261 -0.007 -0.911  C8 1.479, C10 1.463, H36 1.119
10 C -5.734 0.196 -2.260  C9 1.463, O11 1.419, C14 1.474
11 O -6.328 1.173 -3.100  C10 1.419, N12 1.401
12 N -7.697 0.943 -3.287  O11 1.401, O13 1.174
13 O -7.876 0.086 -4.068  N12 1.174
14 C -4.580 -0.531 -2.820  C6 1.469, C10 1.474, S15 1.814
15 S -3.924 -0.257 -4.489  C14 1.814, C16 1.831
16 C -3.184 -1.889 -4.864  S15 1.831, C17 1.481, C26 1.471
17 C -3.094 -2.356 -6.266  C16 1.481, C18 1.585, C22 1.472
18 C -3.627 -1.471 -7.468  C17 1.585, C19 1.577, H37 1.120, H38 1.124
19 C -2.795 -0.132 -7.510  C18 1.577, O20 1.183, F21 1.400
20 O -3.269 0.932 -7.719  C19 1.183
21 F -1.415 -0.277 -7.325  C19 1.400
22 C -2.480 -3.656 -6.582  C17 1.472, C23 1.471, H39 1.118
23 C -1.948 -4.465 -5.474  C22 1.471, C24 1.476, H40 1.122
24 C -2.069 -3.994 -4.080  C23 1.476, Br25 1.959, C26 1.493
25 Br -1.352 -5.121 -2.647  C24 1.959
26 C -2.699 -2.687 -3.728  N5 1.449, C16 1.471, C24 1.493
27 H -0.165 0.849 -1.797  C1 1.129
28 H 1.036 -0.534 -1.381  C1 1.121
29 H 1.119 0.352 -2.972  C1 1.128
30 H -1.043 -0.512 -3.728  C2 1.118
31 H 0.603 -2.664 -2.700  O3 0.979
32 H -1.767 -0.853 -1.152  C4 1.132
33 H -0.914 -2.468 -1.191  C4 1.130
34 H -3.928 -2.500 0.046  C7 1.124
35 H -5.971 -1.166 0.971  C8 1.114
36 H -7.122 0.571 -0.491  C9 1.119
37 H -4.726 -1.279 -7.367  C18 1.120
38 H -3.348 -2.029 -8.403  C18 1.124
39 H -2.413 -4.033 -7.632  C22 1.118
40 H -1.444 -5.447 -5.671  C23 1.122
41 C 2.044 -5.005 -0.320  C42 1.521, H48 1.093, H49 1.092, H50 1.093
42 C 3.220 -4.080 -0.044  C41 1.521, N43 1.453, H51 1.095, H52 1.099
43 N 2.840 -2.893 0.702  C42 1.453, C44 1.455, C46 1.456
44 C 3.853 -1.849 0.698  N43 1.455, C45 1.529, H53 1.095, H54 1.096
45 C 5.194 -2.157 1.366  C44 1.529, H55 1.091, H56 1.094, H57 1.092
46 C 2.186 -3.125 1.983  N43 1.456, C47 1.530, H58 1.095, H59 1.095
47 C 2.924 -3.975 3.019  C46 1.530, H60 1.092, H61 1.094, H62 1.090
48 H 1.223 -4.462 -0.796  C41 1.093
49 H 2.351 -5.807 -0.994  C41 1.092
50 H 1.669 -5.472 0.594  C41 1.093
51 H 3.623 -3.772 -1.015  C42 1.095
52 H 4.017 -4.647 0.457  C42 1.099
53 H 3.438 -0.939 1.145  C44 1.095
54 H 4.053 -1.577 -0.346  C44 1.096
55 H 5.108 -2.175 2.453  C45 1.091
56 H 5.915 -1.373 1.117  C45 1.094
57 H 5.618 -3.106 1.031  C45 1.092
58 H 1.218 -3.599 1.788  C46 1.095
59 H 1.926 -2.163 2.437  C46 1.095
60 H 3.317 -4.903 2.598  C47 1.092
61 H 2.234 -4.251 3.821  C47 1.094
62 H 3.746 -3.428 3.481  C47 1.090
63 C -2.000 3.958 -1.759  C64 1.524, H70 1.093, H71 1.092, H72 1.093
64 C -1.791 4.888 -0.571  C63 1.524, N65 1.455, H73 1.095, H74 1.099
65 N -0.919 4.330 0.451  C64 1.455, C66 1.459, C68 1.457
66 C -0.972 5.053 1.718  N65 1.459, C67 1.529, H75 1.095, H76 1.096
67 C -0.496 6.506 1.726  C66 1.529, H77 1.090, H78 1.094, H79 1.092
68 C 0.412 3.929 0.012  N65 1.457, C69 1.530, H80 1.095, H81 1.095
69 C 1.288 4.984 -0.665  C68 1.530, H82 1.092, H83 1.093, H84 1.090
70 H -2.338 2.972 -1.432  C63 1.093
71 H -2.763 4.370 -2.424  C63 1.092
72 H -1.087 3.835 -2.347  C63 1.093
73 H -2.776 5.070 -0.129  C64 1.095
74 H -1.428 5.860 -0.935  C64 1.099
75 H -0.415 4.494 2.476  C66 1.095
76 H -2.010 5.037 2.070  C66 1.096
77 H 0.589 6.577 1.645  C67 1.090
78 H -0.774 6.977 2.673  C67 1.094
79 H -0.948 7.095 0.925  C67 1.092
80 H 0.302 3.089 -0.682  C68 1.095
81 H 0.962 3.506 0.859  C68 1.095
82 H 0.756 5.530 -1.447  C69 1.092
83 H 2.146 4.498 -1.137  C69 1.093
84 H 1.687 5.703 0.050  C69 1.090
85 C 1.581 2.998 4.225  C86 1.522, H92 1.093, H93 1.092, H94 1.093
86 C 1.628 1.924 5.303  C85 1.522, N87 1.452, H95 1.095, H96 1.099
87 N 2.204 0.678 4.830  C86 1.452, C88 1.457, C90 1.456
88 C 1.963 -0.450 5.720  N87 1.457, C89 1.529, H97 1.095, H98 1.096
89 C 2.576 -0.393 7.120  C88 1.529, H99 1.090, H100 1.094, H101 1.092
90 C 3.547 0.763 4.272  N87 1.456, C91 1.530, H102 1.095, H103 1.095
91 C 4.649 1.351 5.154  C90 1.530, H104 1.092, H105 1.093, H106 1.090
92 H 1.084 2.628 3.324  C85 1.093
93 H 1.020 3.863 4.586  C85 1.092
94 H 2.580 3.346 3.953  C85 1.093
95 H 0.596 1.739 5.617  C86 1.095
96 H 2.155 2.317 6.184  C86 1.099
97 H 2.289 -1.374 5.229  C88 1.095
98 H 0.879 -0.564 5.833  C88 1.096
99 H 3.656 -0.546 7.095  C89 1.090
100 H 2.157 -1.193 7.736  C89 1.094
101 H 2.366 0.551 7.626  C89 1.092
102 H 3.497 1.360 3.355  C90 1.095
103 H 3.861 -0.228 3.929  C90 1.095
104 H 4.352 2.289 5.627  C91 1.092
105 H 5.532 1.562 4.544  C91 1.093
106 H 4.963 0.655 5.932  C91 1.090

Here are the Mulliken charges for atoms 1 to 4, given in e: number 1, C, carries -1.045; number 2, C, carries 0.474; number 3, O, carries -0.573; number 4, C, carries -0.798



> Look up the multiplicity of the first one.

1



> Number 2 is which compound?

C35H59BrFN5O4S